Density functional theory data (ωB97M-V/def2-TZVPD) for 13 unconnected molecules or ions with the total composition C6H38NO17S at a distorted geometry.

Calculated values
- Kohn-Sham gap: 8.679 eV
- Energy relative to the best compared isomer or geometry (same formula, charge and spin): 28.4 kcal/mol
- HOMO level: -6.9 eV
- Max |F|: 5.9 eV/A
- LUMO: 1.79 eV
- Charge: -1

Structure (XYZ):
```
63
Properties=species:S:1:pos:R:3:nbo_charge:R:1
C -71.95 4.91 -43.91 -0.246
O -70.88 5.69 -44.48 -0.578
C -69.68 5.00 -44.89 -0.071
C -68.90 6.05 -45.65 -0.272
N -67.48 5.60 -45.85 -0.504
H -67.00 5.51 -44.92 0.428
H -67.66 4.79 -46.33 0.482
C -66.65 6.51 -46.70 -0.226
C -66.62 7.99 -46.19 -0.088
O -65.71 8.64 -47.01 -0.524
C -65.59 10.05 -46.43 -0.275
H -72.45 5.46 -43.22 0.178
H -71.51 4.31 -43.25 0.183
H -72.70 4.59 -44.69 0.186
H -70.15 4.25 -45.57 0.217
H -69.25 4.75 -44.04 0.188
H -68.90 6.85 -44.96 0.213
H -69.45 6.16 -46.61 0.257
H -67.16 6.43 -47.66 0.232
H -65.65 5.95 -46.63 0.246
H -66.21 7.92 -45.20 0.161
H -67.75 8.15 -46.24 0.180
H -66.61 10.53 -46.07 0.185
H -65.35 10.74 -47.31 0.209
H -64.87 9.92 -45.68 0.190
S -67.90 2.05 -47.72 2.770
O -67.56 0.78 -47.12 -1.092
O -69.32 2.05 -47.93 -1.122
O -67.57 3.04 -46.77 -1.135
O -67.35 2.30 -48.98 -1.057
O -68.17 2.32 -44.28 -0.999
H -67.81 2.64 -45.02 0.471
H -68.78 1.57 -44.44 0.491
O -68.81 2.34 -51.20 -1.027
H -69.76 2.07 -50.95 0.490
H -68.45 2.19 -50.20 0.486
O -70.80 0.91 -49.71 -0.954
H -70.30 1.19 -48.91 0.491
H -71.57 1.18 -49.25 0.440
O -69.10 -0.22 -44.99 -0.961
H -68.59 0.14 -45.75 0.486
H -69.88 0.24 -45.32 0.475
O -67.14 -1.30 -48.55 -1.006
H -67.36 -0.56 -48.07 0.473
H -66.80 -1.00 -49.49 0.489
O -66.03 4.41 -49.74 -1.019
H -66.57 3.57 -49.42 0.506
H -66.12 4.38 -50.85 0.462
O -70.38 4.29 -48.71 -1.007
H -70.09 3.49 -48.19 0.498
H -69.58 4.76 -49.09 0.473
O -71.16 1.16 -46.46 -0.997
H -71.86 1.36 -47.06 0.459
H -70.38 1.58 -46.87 0.493
O -65.72 0.24 -50.33 -0.959
H -65.69 0.65 -51.22 0.478
H -66.11 0.84 -49.74 0.495
O -65.48 -0.03 -45.86 -1.003
H -65.15 -0.78 -46.33 0.477
H -66.37 0.22 -46.17 0.504
O -64.77 2.73 -46.24 -0.999
H -64.65 1.84 -45.90 0.503
H -65.69 2.86 -46.43 0.475
```



Density functional theory data (ωB97M-V/def2-TZVPD) for a molecular structure, C25H17BF4N10SSe2Tc at a distorted geometry.

Calculated values
- Kohn-Sham gap (spin up / spin down): 6.993 / 6.028 eV
- Multiplicity: 2
- HOMO level (spin up / spin down): -14.2 / -14.2 eV
- Max |F|: 2.9 eV/A
- LUMO (spin up / spin down): -7.21 / -8.19 eV
- Charge: +2

Structure (XYZ):
```
61
Properties=species:S:1:pos:R:3:lowdin_spin:R:1
Tc -0.01 -0.38 0.11 0.794
N 3.88 0.57 1.97 0.002
C 2.68 0.63 1.37 0.012
S 2.17 -0.83 0.49 0.102
N 1.99 1.71 1.40 0.002
N 0.80 1.58 0.67 -0.007
C 0.20 2.67 0.48 0.010
C -0.99 2.51 -0.32 0.000
C -1.79 3.52 -0.77 0.001
C -2.85 3.18 -1.59 -0.001
C -3.04 1.85 -1.91 0.002
C -2.18 0.88 -1.39 0.000
N -1.16 1.21 -0.59 -0.001
H 4.44 -0.26 1.94 0.000
H 4.23 1.38 2.46 0.000
H 0.59 3.61 0.85 0.000
H -1.58 4.56 -0.49 0.000
H -3.52 3.94 -1.99 0.000
H -3.86 1.53 -2.55 0.000
H -2.33 -0.17 -1.60 0.000
Se -0.02 -5.52 -5.55 0.000
N -0.32 -5.66 -3.80 0.000
C -0.17 -4.45 -3.34 0.000
C -0.31 -4.13 -1.92 0.002
C -0.65 -5.08 -0.94 0.003
C -0.76 -4.69 0.37 0.000
C -0.54 -3.36 0.70 0.004
N -0.21 -2.45 -0.22 0.000
C -0.11 -2.83 -1.53 0.001
C 0.23 -1.78 -2.49 0.004
N 0.39 -0.53 -1.97 -0.004
C 0.77 0.46 -2.78 0.009
C 0.97 0.26 -4.14 0.000
C 0.77 -0.99 -4.67 0.011
C 0.39 -2.04 -3.83 -0.001
C 0.19 -3.42 -4.29 0.000
N 0.32 -3.78 -5.53 -0.001
H -0.83 -6.10 -1.24 0.000
H -1.04 -5.39 1.15 0.000
H -0.64 -3.02 1.72 0.000
H 0.92 1.43 -2.33 0.001
H 1.28 1.10 -4.76 0.000
H 0.90 -1.19 -5.73 0.000
F -3.99 -1.13 1.34 0.001
B -3.44 -1.73 0.24 0.000
F -2.99 -3.03 0.45 0.000
F -4.15 -1.54 -0.93 0.000
F -2.05 -0.88 -0.09 0.022
Se -1.77 0.76 2.73 -0.002
N -0.48 -0.37 2.16 -0.012
C -0.03 -1.03 3.25 0.004
C 0.97 -2.04 3.31 0.001
C 1.28 -2.58 4.52 0.012
C 0.65 -2.18 5.74 -0.002
C -0.30 -1.23 5.74 0.009
C -0.66 -0.63 4.49 -0.001
N -1.59 0.31 4.39 0.024
H 1.47 -2.38 2.42 0.001
H 2.04 -3.35 4.56 0.001
H 0.93 -2.65 6.67 0.000
H -0.81 -0.91 6.64 0.000
```



Density functional theory data (ωB97M-V/def2-TZVPD) for a molecular structure, C31H43F2N10O4Rb at a distorted geometry.

Calculated values
- Kohn-Sham gap (spin up / spin down): 1.335 / 1.321 eV
- Energy relative to the best compared isomer or geometry (same formula, charge and spin): 52.5 kcal/mol
- HOMO level (spin up / spin down): 1.3 / 1.3 eV
- Max |F|: 1.4 eV/A
- LUMO (spin up / spin down): 2.66 / 2.67 eV
- Charge: -2

Structure (XYZ):
```
91
Properties=species:S:1:pos:R:3:mulliken_charge:R:1
Rb 0.78 -1.36 1.34 0.550
N -2.83 -2.82 -0.01 -0.596
C -1.68 -2.91 -0.90 3.338
C -2.05 -3.77 -2.14 -1.145
C -2.88 -3.01 -3.18 -0.880
C -2.16 -1.84 -3.89 0.644
N -0.92 -2.23 -4.64 -0.111
C 0.21 -2.57 -3.98 0.189
N 0.68 -1.88 -2.98 0.113
N 0.87 -3.70 -4.34 -0.570
C -0.38 -3.46 -0.22 -0.445
O -0.44 -3.71 0.99 -0.746
O 0.64 -3.59 -0.97 -0.906
H -2.61 -2.19 0.76 0.020
H -2.94 -3.72 0.44 0.393
H -1.42 -1.91 -1.24 -1.756
H -2.61 -4.64 -1.80 0.641
H -1.12 -4.13 -2.58 0.318
H -3.75 -2.59 -2.66 0.429
H -3.23 -3.71 -3.95 0.363
H -1.85 -1.10 -3.15 -0.820
H -2.83 -1.35 -4.59 0.405
H -1.12 -2.92 -5.36 0.344
H 0.15 -1.05 -2.73 0.041
H 0.86 -2.50 -2.14 0.262
H 0.26 -4.46 -4.62 0.278
H 1.50 -3.99 -3.59 0.319
F 5.13 -0.99 6.00 -0.365
C 4.97 -0.85 4.65 0.356
C 3.72 -0.86 4.09 -0.513
C 3.50 -0.66 2.71 -0.954
C 4.68 -0.45 1.95 0.617
C 5.94 -0.52 2.55 0.349
F 7.09 -0.44 1.79 -0.384
C 6.13 -0.72 3.90 -0.747
C 4.56 -0.02 0.54 0.143
C 5.37 1.00 0.02 -0.647
C 5.15 1.47 -1.26 -0.604
C 4.14 0.89 -2.02 -0.634
C 3.41 -0.13 -1.44 0.175
N 3.59 -0.57 -0.20 -0.118
H 2.87 -1.00 4.75 0.393
H 7.11 -0.77 4.34 0.447
H 6.14 1.44 0.64 0.401
H 5.75 2.28 -1.65 0.376
H 3.93 1.23 -3.02 0.431
H 2.62 -0.62 -2.01 0.337
N -1.86 -2.84 3.96 -0.407
C -2.51 -1.65 3.71 0.801
O -2.10 -0.91 2.81 -0.358
C -3.65 -1.36 4.54 0.091
C -4.15 -2.32 5.44 0.028
N -4.58 -3.12 6.16 -0.664
C -4.36 -0.14 4.44 0.102
N -4.97 0.83 4.40 -0.711
H -1.25 -3.17 3.23 0.234
H -2.32 -3.53 4.53 0.205
C -0.59 2.84 1.46 -0.516
C 0.76 3.34 2.03 0.696
C 0.80 4.87 1.86 -1.655
C 1.00 2.95 3.45 -0.866
H -0.67 3.05 0.38 -0.271
H -1.41 3.34 1.98 0.387
H -0.71 1.77 1.61 0.240
H 1.56 2.91 1.41 -0.124
H 0.04 5.33 2.51 0.327
H 0.60 5.18 0.82 0.297
H 1.78 5.25 2.16 0.411
H 0.25 3.28 4.17 0.196
H 1.41 1.96 3.63 0.021
C 0.58 2.43 -2.79 -1.109
N -0.81 2.46 -2.37 0.190
C -1.43 3.77 -2.39 -0.485
C -2.94 3.63 -2.26 -0.796
C -3.20 2.84 -1.00 -0.429
N -2.53 1.55 -1.08 0.205
C -3.02 0.54 -0.15 -0.570
C -1.30 1.41 -1.64 0.653
O -0.66 0.35 -1.57 -1.068
H 0.65 2.57 -3.88 0.327
H 1.01 1.48 -2.52 0.090
H 1.15 3.23 -2.30 0.401
H -1.17 4.25 -3.34 0.461
H -1.05 4.40 -1.58 0.123
H -3.34 3.11 -3.12 0.325
H -3.40 4.62 -2.20 0.422
H -4.27 2.64 -0.87 0.426
H -2.86 3.39 -0.12 0.132
H -4.08 0.36 -0.34 0.320
H -2.88 0.85 0.89 0.545
H -2.48 -0.37 -0.31 -0.356
```